# 1
Here is a single C6H8O2 molecule from the OMol25 dataset. Energies are from ωB97M-V/def2-TZVPD.

Its charge is 0. The calculation puts the orbital gap at 9.4 eV. The value obtained for the LUMO energy is -0.06 eV. Its largest force on an atom is 8.55 eV/Å.

Geometry (Å):
O1 -2.9554 0.0128 -0.8050
C1 -1.8557 0.0860 0.0169
C2 -1.0913 -1.3789 0.1084
C3 0.3095 -0.8056 -0.2471
C4 1.7415 -0.1659 0.2383
O2 2.8463 -0.1734 -0.8206
C5 0.4784 0.5979 0.3284
C6 -0.7731 1.3110 -0.0179
H1 -1.0644 -1.7470 1.2628
H2 -1.8214 -2.0968 -0.3223
H3 0.4729 -0.5807 -1.2782
H4 1.9942 -0.4767 1.2932
H5 3.0354 0.9587 -1.0936
H6 0.4517 0.5171 1.4471
H7 -0.8212 1.8624 -1.0135
H8 -0.9472 2.0790 0.9031

The net atomic charges from natural (NBO), expressed in e, are: -0.5494, 0.5580, -0.5031, -0.2509, 0.1810, -0.7097, -0.3126, -0.4824, 0.2196, 0.2800, 0.2030, 0.2042, 0.4744, 0.1945, 0.2559, 0.2376

***

# 2
Here is a single C6H8O2 molecule from the OMol25 dataset. Energies are from ωB97M-V/def2-TZVPD.

Its charge is 0. The calculation puts the orbital gap at 8.2 eV. The value obtained for the LUMO energy is -0.19 eV. Its largest force on an atom is 3.02 eV/Å.

Geometry (Å):
C1 0.3072 -0.6785 -2.0507
C2 -0.3686 -1.0450 -0.9320
C3 0.3420 -1.4404 0.3756
O1 0.2585 -2.5371 0.9032
C4 0.8656 -0.1889 0.9145
O2 2.1186 -0.1101 1.4629
C5 0.1477 0.8907 0.4280
C6 -1.3181 1.1811 0.6415
H1 -0.1327 -0.8118 -3.0336
H2 1.2493 -0.1443 -1.9903
H3 -1.3425 -1.5137 -1.0542
H4 2.2078 0.7350 1.9273
H5 0.7153 1.8182 0.3071
H6 -1.8860 0.2889 0.9135
H7 -1.7366 1.6406 -0.2589
H8 -1.4275 1.9152 1.4462

The net atomic charges from natural (NBO), expressed in e, are: -0.3324, -0.2801, 0.4807, -0.4976, 0.1734, -0.6514, -0.2125, -0.6394, 0.2060, 0.1992, 0.2152, 0.4870, 0.1897, 0.2186, 0.2160, 0.2276

***

# 3
Here is a single C6H8O2 molecule from the OMol25 dataset. Energies are from ωB97M-V/def2-TZVPD.

Its charge is 0. The calculation puts the orbital gap at 8.6 eV. The value obtained for the LUMO energy is 0.70 eV. Its largest force on an atom is 3.25 eV/Å.

Geometry (Å):
C1 1.9723 1.5922 -0.6170
C2 1.5431 0.1563 -0.2296
C3 2.4663 -0.6424 0.2916
O1 3.2846 -1.4555 0.4796
C4 0.0526 -0.0256 -0.0717
C5 -0.5486 -1.2332 0.0018
C6 -2.0436 -1.3226 0.1262
O2 0.0568 -2.4816 -0.0347
H1 3.0576 1.8174 -0.6173
H2 1.5144 1.6737 -1.7188
H3 1.3138 2.3479 -0.0636
H4 -0.5331 0.8572 0.2677
H5 -2.4296 -0.5552 -0.6451
H6 -2.3509 -2.3342 0.0983
H7 -2.1456 -0.8671 1.1039
H8 1.0550 -2.4053 0.0112

The net atomic charges from natural (NBO), expressed in e, are: -0.5943, -0.3401, 0.6646, -0.4736, -0.3592, 0.3748, -0.6695, -0.6796, 0.2301, 0.2167, 0.2163, 0.2211, 0.2352, 0.2372, 0.2309, 0.4894

***

# 4
Here is a single C6H8O2 molecule from the OMol25 dataset. Energies are from ωB97M-V/def2-TZVPD.

Its charge is 0. The calculation puts the orbital gap at 9.7 eV. The value obtained for the LUMO energy is 0.53 eV. Its largest force on an atom is 6.96 eV/Å.

Geometry (Å):
C1 2.5523 0.2472 -0.0621
C2 1.2438 -0.0176 0.3106
O1 0.5823 -0.9762 -0.4119
C3 -0.7409 -1.1957 0.0270
C4 -1.8649 -0.0092 0.0080
C5 -0.6889 0.8347 -0.6230
O2 -0.3388 2.1298 -0.2911
C6 0.2026 0.9473 0.5421
H1 2.9458 -0.7395 -0.6700
H2 3.0247 1.1857 0.0129
H3 -0.9041 -1.7943 1.0631
H4 -0.9374 -2.0954 -0.6984
H5 -1.8270 0.4682 1.0913
H6 -2.9749 -0.2440 -0.4521
H7 0.1064 0.4434 -1.3408
H8 -0.3811 0.8155 1.4943

The net atomic charges from natural (NBO), expressed in e, are: -0.3866, 0.2143, -0.5125, -0.1365, -0.4384, 0.0349, -0.4486, -0.0573, 0.2158, 0.2238, 0.1943, 0.2217, 0.2102, 0.2396, 0.2355, 0.1897

***

# 5
Here is a single C6H8O2 molecule from the OMol25 dataset. Energies are from ωB97M-V/def2-TZVPD.

Its charge is 0. The calculation puts the orbital gap at 9.6 eV. The value obtained for the LUMO energy is 0.36 eV. Its largest force on an atom is 2.65 eV/Å.

Geometry (Å):
C1 -1.3165 -0.3507 0.8444
C2 -0.0404 -0.1564 0.0390
C3 0.5378 -1.4732 -0.4634
C4 -0.4192 0.8158 -1.2264
O1 -1.5284 1.1731 -1.4895
C5 0.9915 0.6433 0.7836
C6 1.1455 1.8965 0.4532
O2 1.4355 2.9850 0.1391
H1 -1.7221 0.6081 1.1569
H2 -2.0684 -0.8578 0.2433
H3 -1.1001 -0.9506 1.7281
H4 -0.0716 -1.8809 -1.2692
H5 0.5771 -2.2129 0.3337
H6 1.5446 -1.3511 -0.8614
H7 0.4242 0.9452 -1.9374
H8 1.6106 0.1666 1.5262

The net atomic charges from natural (NBO), expressed in e, are: -0.6052, -0.1280, -0.6119, 0.4361, -0.4945, -0.5509, 0.7052, -0.4481, 0.2247, 0.2185, 0.2077, 0.2197, 0.2220, 0.2191, 0.1176, 0.2680

***

# 6
Here is a molecular structure, C6H8O2 from the OMol25 dataset. Energies are from ωB97M-V/def2-TZVPD.

Its charge is 0. The calculation puts the orbital gap at 10.2 eV. The value obtained for the LUMO energy is 0.74 eV. Its largest force on an atom is 8.24 eV/Å.

Geometry (Å):
C1 -1.8379 -0.2187 -0.1513
C2 -0.0755 1.7585 -0.1565
C3 1.1285 0.6181 0.2844
C4 0.3675 -0.6484 0.6106
C5 0.5867 -1.8291 -0.1872
C6 -0.6770 -0.8020 -0.5812
H1 0.1841 2.6607 -1.0423
H2 0.0821 2.4550 0.9938
H3 1.7112 0.8126 1.1188
H4 1.7013 0.4928 -0.6137
H5 -0.1528 -0.5435 1.5894
H6 0.5019 -3.0097 0.3446
H7 1.4658 -1.9162 -0.8696
H8 -0.6038 -0.4250 -1.6141
O1 -2.9456 -0.6215 0.3738
O2 -1.4363 1.2164 -0.0994

The net atomic charges from natural (NBO), expressed in e, are: 0.7880, -0.1018, -0.4019, -0.2163, -0.3560, -0.3958, 0.2359, 0.1798, 0.2103, 0.2032, 0.2534, 0.2303, 0.2412, 0.2501, -0.5406, -0.5797

***

# 7
Here is a molecular structure, C6H8O3 from the OMol25 dataset. Energies are from ωB97M-V/def2-TZVPD.

Its charge is 0. The calculation puts the orbital gap at 10.1 eV. The value obtained for the LUMO energy is 0.69 eV. Its largest force on an atom is 7.13 eV/Å.

Geometry (Å):
C1 -0.0582 0.2019 1.4071
C2 -0.8875 1.0868 0.6153
C3 -1.5959 0.7205 -0.4508
C4 -0.2491 -0.7737 -1.3985
C5 1.8009 -0.4452 -0.1302
C6 1.3717 0.3340 0.9146
H1 -1.0005 -1.4895 0.5590
H2 0.0140 0.6339 2.3028
H3 -0.8761 2.1386 1.1556
H4 -1.8722 1.5874 -1.5096
H5 -0.4775 -1.6168 -2.2062
H6 0.0921 0.1840 -1.9886
H7 2.7282 -0.4887 -0.4935
H8 2.1195 1.0061 1.4712
O1 -0.4723 -1.0864 1.4488
O2 -1.5381 -0.6686 -0.7281
O3 0.9011 -1.3242 -0.9690

The net atomic charges from natural (NBO), expressed in e, are: 0.0057, -0.2505, 0.0970, 0.1921, 0.1263, -0.2510, 0.5184, 0.1831, 0.2305, 0.2138, 0.1781, 0.1714, 0.1800, 0.2322, -0.7438, -0.5609, -0.5223

***

Number 1: molecular weight 112.13 g mol⁻¹. Number 2: molecular weight 112.13 g mol⁻¹. Number 3: molecular weight 112.13 g mol⁻¹. Number 4: molecular weight 112.13 g mol⁻¹. Number 5: molecular weight 112.13 g mol⁻¹. Number 6: molecular weight 112.13 g mol⁻¹. Number 7: molecular weight 128.13 g mol⁻¹.